Entry 1:
11 unconnected molecules or ions with the total composition C42H109N3O14 in a non-equilibrium geometry. Source: the OMol25 dataset; level of theory: wB97M-V/def2-TZVPD.

Values from the calculation:
Total energy: -2883.04771 a.u.
HOMO-LUMO gap: 8.6 eV
SMILES string: COCCNCCOC.COCCNCCOC.COCCNCCOC.CC(C)O.CC(C)O.CC(C)O.CC(C)O.CC(C)O.CC(C)O.CC(C)O.CC(C)O
ΔE to the lowest compared entry with this formula, charge and spin: 48.7 kcal per mole

The geometry in XYZ format:
```
168
C42H109N3O14 | the OMol25 dataset | wB97M-V/def2-TZVPD
C -4.027 -5.355 -5.639
O -4.386 -3.989 -5.645
C -3.521 -3.192 -4.857
C -3.789 -1.740 -5.269
N -5.116 -1.255 -4.865
C -5.181 -0.714 -3.481
C -6.637 -0.439 -3.152
O -7.115 0.757 -3.717
C -6.486 1.956 -3.316
H -3.705 -5.673 -4.638
H -3.229 -5.568 -6.349
H -4.937 -5.936 -5.779
H -2.481 -3.416 -5.120
H -3.708 -3.357 -3.792
H -3.735 -1.652 -6.354
H -3.033 -1.024 -4.935
H -5.698 -2.087 -4.803
H -4.640 0.232 -3.497
H -4.723 -1.424 -2.782
H -6.772 -0.483 -2.062
H -7.280 -1.205 -3.586
H -7.187 2.780 -3.423
H -5.553 2.134 -3.854
H -6.267 1.891 -2.242
C -0.452 12.064 -8.697
O 0.067 10.847 -9.189
C 1.441 10.684 -8.879
C 1.692 9.218 -8.569
N 1.255 8.805 -7.233
C 1.286 7.349 -7.160
C 0.794 6.718 -5.847
O -0.613 6.760 -5.698
C -1.269 5.729 -6.404
H -0.068 12.916 -9.261
H -0.353 12.202 -7.618
H -1.534 12.061 -8.847
H 1.745 11.240 -7.985
H 2.060 11.011 -9.718
H 2.774 9.041 -8.639
H 1.335 8.601 -9.407
H 0.297 9.154 -7.216
H 2.321 7.036 -7.294
H 0.624 6.931 -7.931
H 1.239 7.293 -5.032
H 1.187 5.700 -5.786
H -0.889 4.701 -6.340
H -1.176 5.851 -7.491
H -2.311 5.744 -6.103
C -7.141 8.114 -0.740
O -6.136 9.083 -0.612
C -5.606 9.440 -1.888
C -4.232 10.061 -1.680
N -4.460 11.420 -1.164
C -3.275 12.130 -0.689
C -2.676 11.587 0.624
O -3.658 11.366 1.600
C -4.160 12.560 2.169
H -8.014 8.446 -1.319
H -7.489 7.884 0.269
H -6.803 7.182 -1.208
H -6.335 10.089 -2.386
H -5.539 8.547 -2.525
H -3.732 10.097 -2.649
H -3.637 9.538 -0.925
H -5.118 11.352 -0.397
H -3.746 13.102 -0.482
H -2.518 12.343 -1.443
H -1.878 12.251 0.976
H -2.187 10.635 0.408
H -4.731 12.308 3.061
H -4.812 13.104 1.484
H -3.318 13.163 2.522
C -4.752 5.487 -2.901
C -4.893 6.104 -4.290
C -4.793 5.053 -5.393
O -6.229 6.609 -4.388
H -5.608 4.845 -2.687
H -4.698 6.280 -2.154
H -3.808 4.945 -2.848
H -4.178 6.929 -4.323
H -4.949 5.477 -6.383
H -5.475 4.225 -5.192
H -3.835 4.514 -5.419
H -6.209 7.300 -5.073
C -8.539 8.744 -6.426
C -9.990 8.811 -6.939
C -10.304 7.748 -7.981
O -10.862 8.527 -5.839
H -8.271 9.356 -5.564
H -7.814 8.905 -7.223
H -8.401 7.708 -6.097
H -10.122 9.783 -7.434
H -11.235 7.994 -8.490
H -10.461 6.789 -7.479
H -9.508 7.561 -8.703
H -10.708 9.265 -5.231
C -2.360 2.625 0.581
C -2.071 1.913 -0.749
C -3.226 2.105 -1.686
O -0.896 2.531 -1.291
H -1.470 2.843 1.167
H -3.126 2.052 1.110
H -2.783 3.622 0.400
H -1.921 0.866 -0.481
H -3.113 3.069 -2.185
H -4.177 2.031 -1.155
H -3.287 1.389 -2.509
H -1.139 3.406 -1.608
C -9.292 5.901 -2.948
C -10.786 5.895 -3.192
C -11.311 4.534 -3.659
O -11.424 6.394 -2.009
H -8.972 6.880 -2.588
H -8.703 5.654 -3.830
H -8.994 5.226 -2.139
H -11.007 6.619 -3.982
H -12.255 4.680 -4.198
H -11.594 3.903 -2.814
H -10.638 4.044 -4.358
H -12.332 6.073 -2.028
C -3.575 1.387 -9.491
C -2.440 1.253 -8.471
C -2.178 2.510 -7.643
O -2.798 0.200 -7.573
H -4.514 1.617 -8.984
H -3.700 0.450 -10.029
H -3.362 2.199 -10.191
H -1.497 0.915 -8.906
H -3.073 2.867 -7.127
H -1.797 3.305 -8.299
H -1.386 2.406 -6.900
H -3.670 0.400 -7.207
C -7.403 5.593 -10.517
C -6.554 5.590 -9.262
C -5.468 4.528 -9.227
O -5.975 6.880 -9.054
H -7.906 4.648 -10.725
H -6.853 5.922 -11.399
H -8.227 6.297 -10.374
H -7.166 5.385 -8.379
H -4.862 4.624 -8.327
H -4.816 4.627 -10.102
H -5.884 3.521 -9.248
H -5.131 6.939 -9.519
C -4.522 10.121 -5.509
C -4.685 9.373 -6.823
C -3.329 8.958 -7.416
O -5.505 8.251 -6.579
H -5.516 10.400 -5.146
H -4.007 11.077 -5.609
H -4.042 9.504 -4.749
H -5.202 10.055 -7.517
H -2.626 9.782 -7.486
H -3.472 8.469 -8.387
H -2.956 8.132 -6.801
H -5.556 7.750 -7.414
C 0.663 6.135 -2.209
C -0.864 6.088 -2.126
C -1.462 6.458 -0.762
O -1.463 6.920 -3.091
H 1.119 5.726 -1.304
H 1.050 7.152 -2.285
H 0.985 5.505 -3.039
H -1.101 5.025 -2.281
H -1.756 7.507 -0.804
H -0.742 6.310 0.044
H -2.323 5.844 -0.500
H -1.131 6.703 -3.989
```



Entry 2:
A molecular structure, C20H28N2PtSi in a non-equilibrium geometry. Source: the OMol25 dataset; level of theory: wB97M-V/def2-TZVPD.

Values from the calculation:
Total energy: -1296.32743 a.u.
HOMO-LUMO gap (spin up / spin down): 5.9 / 3.8 eV
2S+1: 5
Charge: +2
ΔE to the lowest compared entry with this formula, charge and spin: 8.2 kcal per mole

The geometry in XYZ format:
```
52
C20H28N2PtSi | the OMol25 dataset | wB97M-V/def2-TZVPD
C 0.435 2.461 2.070
C -0.672 2.828 1.242
C -1.859 2.449 1.909
H -0.618 3.294 0.263
C -1.501 1.860 3.157
C -0.075 1.858 3.248
H 0.512 1.509 4.099
H 1.491 2.598 1.828
H -2.869 2.590 1.538
H -2.195 1.512 3.923
Pt -0.016 -3.194 1.439
C -0.952 -3.588 -0.179
H -1.848 -2.952 -0.187
H -1.289 -4.639 -0.284
H -0.358 -3.333 -1.073
Si 0.582 0.837 -1.468
C 1.991 0.201 -2.449
C 3.040 1.124 -2.729
H 2.910 2.183 -2.476
C 4.241 0.663 -3.272
H 5.021 1.394 -3.465
C 4.382 -0.690 -3.627
H 5.315 -1.022 -4.087
C 3.349 -1.611 -3.338
H 3.452 -2.640 -3.647
C 2.172 -1.175 -2.714
H 1.442 -1.903 -2.378
C -1.151 0.865 -2.073
C -1.152 1.595 -3.292
H -0.305 1.525 -3.974
C -2.182 2.498 -3.546
H -2.139 3.164 -4.422
C -3.290 2.530 -2.675
H -4.102 3.233 -2.871
C -3.391 1.651 -1.581
H -4.301 1.624 -0.974
C -2.332 0.790 -1.291
H -2.331 0.142 -0.415
H 1.135 -3.010 0.366
H 0.798 1.095 -0.070
N -1.355 -1.990 2.516
C -0.860 -1.644 3.895
C 0.661 -1.745 3.921
N 1.168 -1.854 2.527
H -2.295 -2.373 2.546
H -1.485 -1.130 1.967
H -1.209 -0.636 4.161
H -1.304 -2.373 4.584
H 1.145 -0.896 4.430
H 0.957 -2.681 4.390
H 1.084 -0.927 2.083
H 2.157 -2.066 2.456
```



Entry 3:
A single C6H11N3O2 molecule in a non-equilibrium geometry. Source: the OMol25 dataset; level of theory: wB97M-V/def2-TZVPD.

Values from the calculation:
Total energy: -549.72513 a.u.
HOMO-LUMO gap (spin up / spin down): 7.0 / 7.1 eV
ΔE to the lowest compared entry with this formula, charge and spin: 139.1 kcal per mole

The geometry in XYZ format:
```
22
C6H11N3O2 | the OMol25 dataset | wB97M-V/def2-TZVPD
C -0.054 -1.029 -0.802
C 0.470 -1.662 0.320
C -0.294 1.400 -0.426
C 0.849 1.444 0.537
C -1.239 0.245 -2.348
C 1.166 -1.999 2.506
N -0.494 0.221 -1.000
N 0.490 -1.232 1.521
N -1.225 2.411 -0.479
O -1.013 3.528 0.022
O -2.355 2.253 -0.923
H -0.014 -1.692 -1.653
H 1.043 -2.568 0.211
H 0.533 0.640 1.121
H 0.898 2.392 1.049
H 1.702 1.445 -0.049
H -0.587 -0.093 -3.090
H -1.924 -0.498 -2.244
H -1.802 1.235 -2.527
H 1.697 -1.314 3.034
H 0.339 -2.366 3.167
H 1.813 -2.760 2.051
```



Entry 4:
2 unconnected molecules or ions with the total composition C3H12N2OS in a non-equilibrium geometry. Source: the OMol25 dataset; level of theory: wB97M-V/def2-TZVPD.

Values from the calculation:
Total energy: -704.36275 a.u.
HOMO-LUMO gap (spin up / spin down): 1.7 / 8.5 eV
2S+1: 2
Charge: -1
ΔE to the lowest compared entry with this formula, charge and spin: 20.1 kcal per mole

The geometry in XYZ format:
```
19
C3H12N2OS | the OMol25 dataset | wB97M-V/def2-TZVPD
N 0.484 0.306 1.302
C 0.832 0.357 -0.097
C 2.205 -0.310 -0.355
S 3.600 0.467 0.366
C -0.198 -0.339 -0.971
N -1.541 0.245 -0.785
H 1.233 0.654 1.875
H -0.500 0.512 1.417
H 0.966 1.393 -0.502
H 2.150 -1.418 -0.277
H 2.319 -0.201 -1.432
H 4.507 -0.510 0.472
H -0.388 -1.396 -0.764
H 0.216 -0.156 -1.984
H -1.579 1.177 -1.173
H -2.239 -0.465 -0.936
H -3.367 -0.034 0.898
H -4.471 0.155 1.837
O -4.231 -0.439 1.109
```



Entry 5:
A molecular structure, C37H60F3NO25V2 in a non-equilibrium geometry. Source: the OMol25 dataset; level of theory: wB97M-V/def2-TZVPD.

Values from the calculation:
Total energy: -5568.98347 a.u.
HOMO-LUMO gap: 3.7 eV
ΔE to the lowest compared entry with this formula, charge and spin: 182.3 kcal per mole

The geometry in XYZ format:
```
128
C37H60F3NO25V2 | the OMol25 dataset | wB97M-V/def2-TZVPD
O 4.051 0.504 -0.988
V 3.064 0.321 0.227
O 2.905 1.777 0.925
O 1.457 -3.135 -2.658
V 1.328 -3.476 -1.097
O 0.906 -4.940 -0.685
C -0.019 -1.158 0.041
O -0.488 -2.491 -0.376
O 1.379 -1.282 -0.172
C -0.828 0.049 -0.535
F -0.934 -0.015 -1.859
F -2.097 0.125 -0.168
F -0.191 1.200 -0.191
C -1.963 -2.841 -0.387
C -2.082 -4.404 -0.638
H -1.759 -5.143 0.095
H -3.160 -4.532 -0.732
H -1.788 -4.669 -1.654
H -2.597 -2.335 -1.116
H -2.445 -2.712 0.582
H -0.293 -1.083 1.093
C 6.523 0.965 1.333
C 5.783 0.418 2.617
C 5.591 1.646 3.623
C 4.658 1.316 4.830
C 3.348 0.569 4.426
C 3.635 -0.680 3.601
N 4.433 -0.237 2.420
O 4.562 -1.271 1.397
C 2.194 -1.242 3.175
C 4.280 -1.822 4.506
C 6.975 -0.466 3.255
H 6.713 0.125 0.665
H 7.457 1.496 1.513
H 5.689 1.497 0.875
H 5.051 2.506 3.225
H 6.471 1.979 4.172
H 4.447 2.280 5.294
H 5.066 0.679 5.615
H 2.709 1.254 3.868
H 2.854 0.254 5.346
H 1.654 -0.568 2.511
H 1.628 -1.193 4.106
H 2.295 -2.296 2.919
H 4.650 -1.618 5.511
H 5.208 -2.121 4.018
H 3.628 -2.681 4.661
H 8.000 -0.102 3.177
H 6.966 -1.458 2.805
H 6.910 -0.710 4.315
C -4.606 -6.938 -4.288
C -5.574 -6.170 -3.336
C -6.910 -6.842 -2.936
O -6.739 -7.138 -1.534
C -5.682 -6.541 -1.073
O -5.411 -6.406 0.129
O -4.949 -6.041 -2.045
H -4.207 -7.878 -3.907
H -3.736 -6.286 -4.362
H -4.980 -7.054 -5.305
H -5.824 -5.195 -3.754
H -7.038 -7.838 -3.359
H -7.770 -6.257 -3.262
C 0.158 5.379 -0.451
C 0.911 4.524 0.582
C 1.324 5.213 1.956
O 0.684 4.472 2.925
C -0.327 3.658 2.353
O -1.240 3.040 2.851
O -0.088 3.676 0.986
H 0.764 6.242 -0.724
H -0.709 5.757 0.092
H -0.103 4.899 -1.394
H 1.799 3.935 0.355
H 0.974 6.245 1.939
H 2.409 5.178 2.057
C -1.686 -2.934 -4.550
C -0.964 -3.278 -5.874
C -1.714 -3.762 -7.044
O -2.218 -2.552 -7.566
C -1.444 -1.549 -7.293
O -1.445 -0.495 -7.854
O -0.562 -1.981 -6.496
H -1.094 -2.131 -4.112
H -1.685 -3.715 -3.789
H -2.673 -2.573 -4.839
H -0.144 -3.978 -5.713
H -2.500 -4.508 -6.932
H -1.114 -3.998 -7.923
C -4.544 -0.717 4.080
C -3.100 -0.801 4.680
C -2.093 -0.530 3.537
O -1.237 0.383 4.172
C -1.808 0.885 5.253
O -1.305 1.797 5.868
O -2.890 0.194 5.574
H -5.369 -0.722 4.792
H -4.592 -1.616 3.466
H -4.693 0.087 3.358
H -2.816 -1.768 5.095
H -2.383 0.052 2.663
H -1.748 -1.483 3.135
C 3.030 5.958 -4.203
C 3.442 4.448 -4.040
C 4.552 4.246 -2.957
O 3.903 3.487 -1.886
C 2.598 3.239 -2.210
O 1.925 2.303 -1.727
O 2.331 3.801 -3.427
H 3.916 6.393 -4.666
H 2.776 6.427 -3.253
H 2.077 6.031 -4.726
H 3.677 3.835 -4.910
H 4.951 5.202 -2.619
H 5.324 3.660 -3.456
C -4.595 2.139 0.897
C -3.697 3.378 0.486
C -4.131 4.245 -0.732
O -4.356 5.594 -0.327
C -3.937 5.662 0.916
O -3.765 6.743 1.473
O -3.677 4.442 1.446
H -4.811 1.962 1.950
H -4.167 1.309 0.335
H -5.605 2.274 0.509
H -2.734 3.062 0.084
H -4.926 3.744 -1.284
H -3.230 4.192 -1.344
```



Entry 6:
12 unconnected molecules or ions with the total composition C29H46I2N11O3PS in a non-equilibrium geometry. Source: the OMol25 dataset; level of theory: wB97M-V/def2-TZVPD.

Values from the calculation:
Total energy: -3294.99532 a.u.
HOMO-LUMO gap: 7.8 eV

The geometry in XYZ format:
```
93
C29H46I2N11O3PS | the OMol25 dataset | wB97M-V/def2-TZVPD
C 0.465 -0.483 2.402
O -0.038 -1.843 2.659
C 0.181 -2.730 1.483
C -1.269 -3.505 1.194
O -1.191 -4.699 0.602
O -2.490 -2.830 1.660
C -3.621 -3.010 0.735
P -4.944 -4.032 1.736
S -4.166 -5.748 2.275
C -4.326 -1.556 0.305
I -2.844 -0.243 -0.723
C -5.024 -0.774 1.566
C -6.657 -0.981 1.675
I -4.701 1.403 1.195
H 0.828 0.008 3.425
H -0.429 0.173 1.964
H 1.406 -0.439 1.688
H 0.599 -2.175 0.541
H 0.905 -3.591 1.877
H -3.355 -3.534 -0.278
H -6.199 -4.156 1.016
H -5.287 -3.347 2.990
H -5.192 -1.751 -0.492
H -4.459 -0.989 2.587
H -7.117 -0.899 0.595
H -7.108 -0.132 2.379
H -6.977 -2.002 2.179
C 2.170 1.084 -1.182
C 0.773 1.594 -1.491
N -0.387 2.017 -1.748
H 2.844 1.927 -1.005
H 2.148 0.453 -0.289
H 2.548 0.497 -2.023
C -1.065 -1.290 5.896
C -1.788 -1.636 7.187
N -2.388 -1.923 8.259
H -0.015 -1.588 5.965
H -1.530 -1.814 5.056
H -1.118 -0.213 5.716
C 1.219 2.538 -5.492
C 2.548 2.862 -4.831
N 3.651 3.131 -4.282
H 1.361 2.400 -6.567
H 0.805 1.619 -5.067
H 0.511 3.355 -5.328
C -8.036 0.348 5.647
C -8.555 -0.675 4.649
N -8.985 -1.524 3.822
H -6.949 0.428 5.567
H -8.481 1.326 5.444
H -8.298 0.042 6.664
C 1.512 -2.106 -4.535
C 2.667 -1.499 -3.756
N 3.626 -0.996 -3.110
H 0.561 -1.789 -4.098
H 1.552 -1.778 -5.577
H 1.572 -3.197 -4.502
C 0.596 6.894 -5.857
C 0.077 5.871 -6.855
N -0.353 5.023 -7.682
H 1.683 6.974 -5.936
H 0.151 7.872 -6.060
H 0.335 6.589 -4.840
C 5.951 1.210 -2.822
C 7.280 1.534 -2.160
N 8.383 1.803 -1.611
H 6.093 1.072 -3.897
H 5.538 0.291 -2.397
H 5.244 2.027 -2.658
C 10.597 3.872 -2.999
C 10.649 5.239 -3.660
N 10.692 6.374 -4.208
H 9.649 3.749 -2.469
H 10.685 3.088 -3.757
H 11.419 3.771 -2.286
C 7.977 0.741 -7.386
C 6.939 -0.027 -6.583
N 6.079 -0.664 -5.918
H 8.055 1.765 -7.011
H 8.952 0.254 -7.297
H 7.687 0.769 -8.440
C 0.912 -6.894 2.656
C 2.067 -6.288 3.434
N 3.026 -5.784 4.081
H -0.039 -6.578 3.092
H 0.952 -6.566 1.613
H 0.972 -7.986 2.688
C -7.881 2.477 9.164
C -9.038 2.197 8.219
N -9.998 1.965 7.434
H -8.263 2.825 10.128
H -7.298 1.565 9.320
H -7.231 3.247 8.740
```